Entry 1:
{"formula": "CH7N3", "method": "ωB97M-V with the def2-TZVPD basis set", "relative_energy_kj_mol": 2.4, "gap_ev": [8.127, 3.950], "e_homo_ev": [-13.008, -13.009], "total_charge": 1, "spin_multiplicity": 2, "symbols": ["N", "H", "H", "H", "N", "C", "N", "H", "H", "H", "H"], "coordinates": [[2.613, 0.095, 1.426], [2.457, 0.993, 1.850], [2.608, -0.678, 2.070], [2.059, -0.080, 0.603], [-0.979, -0.878, -0.426], [-1.699, 0.011, -1.068], [-1.096, 1.156, -1.355], [-1.425, -1.693, 0.000], [-0.075, -0.552, -0.061], [-2.716, -0.247, -1.353], [-1.747, 1.873, -1.685]], "atomic_forces_ev_per_a": [[0.19, -0.22, -0.32], [-0.19, -0.02, 0.07], [-0.10, 0.09, 0.12], [0.12, 0.15, 0.07], [-0.33, 0.51, 0.79], [-0.02, -0.40, -0.11], [0.10, 0.24, -0.20], [0.31, 0.02, -0.30], [-0.10, -0.37, -0.17], [0.00, -0.05, -0.03], [0.02, 0.06, 0.09]]}

=====

Entry 2:
{"formula": "C2H6NO", "method": "ωB97M-V with the def2-TZVPD basis set", "relative_energy_kj_mol": 503.9, "gap_ev": [9.327, 9.327], "e_homo_ev": [-15.709, -15.709], "total_charge": 1, "symbols": ["C", "C", "N", "O", "H", "H", "H", "H", "H", "H"], "coordinates": [[1.320, 1.062, -0.097], [-0.803, -1.209, 0.088], [-0.708, 0.215, -0.164], [-1.565, 0.992, -0.218], [1.286, 1.634, -1.139], [1.727, 0.044, 0.205], [1.295, 1.853, 0.787], [-0.266, -1.728, -0.621], [-1.945, -1.513, 0.043], [-0.340, -1.349, 1.117]], "atomic_forces_ev_per_a": [[-1.95, 0.92, 0.41], [-3.95, 0.25, 2.44], [3.70, 2.14, 0.50], [-0.87, -0.63, -0.14], [0.36, -2.00, 2.17], [-0.09, 1.65, -1.11], [-0.32, -1.92, -1.78], [1.43, -1.03, -1.65], [2.34, 0.52, 0.32], [-0.65, 0.10, -1.17]]}

=====

Entry 3:
{"formula": "C45H41N3O5SSeTc", "method": "ωB97M-V with the def2-TZVPD basis set", "relative_energy_kj_mol": 17.4, "gap_ev": [7.052, 6.902], "e_homo_ev": [-7.637, -7.832], "spin_multiplicity": 4, "symbols": ["Tc", "C", "N", "C", "C", "C", "C", "C", "C", "C", "C", "H", "H", "H", "H", "H", "H", "H", "H", "H", "H", "H", "H", "Se", "C", "C", "C", "N", "C", "C", "H", "H", "H", "H", "O", "C", "O", "C", "C", "C", "C", "C", "C", "N", "O", "O", "H", "H", "H", "H", "O", "S", "C", "C", "C", "C", "C", "C", "C", "C", "C", "C", "C", "C", "C", "C", "H", "H", "H", "H", "H", "H", "H", "H", "H", "H", "H", "H", "H", "H", "C", "C", "C", "C", "C", "C", "C", "C", "C", "C", "H", "H", "H", "H", "H", "H", "H"], "coordinates": [[0.745, -0.427, 1.150], [2.840, -2.801, 2.067], [2.393, -1.507, 2.613], [2.033, -1.680, 4.021], [3.447, -0.486, 2.441], [3.685, -0.326, 0.965], [4.969, -0.250, 0.451], [5.170, -0.196, -0.927], [4.076, -0.252, -1.776], [2.786, -0.323, -1.255], [2.566, -0.356, 0.117], [3.720, -3.158, 2.612], [3.089, -2.711, 1.016], [2.035, -3.526, 2.168], [2.901, -1.993, 4.610], [1.270, -2.449, 4.113], [1.644, -0.749, 4.429], [4.370, -0.775, 2.958], [3.090, 0.448, 2.886], [5.818, -0.246, 1.128], [6.177, -0.139, -1.327], [4.211, -0.229, -2.850], [1.948, -0.346, -1.939], [0.978, 1.980, 0.861], [0.134, 2.860, 2.331], [-0.218, 4.192, 2.161], [-0.779, 4.878, 3.226], [-1.005, 4.337, 4.426], [-0.660, 3.055, 4.576], [-0.095, 2.279, 3.574], [-0.050, 4.687, 1.209], [-1.061, 5.921, 3.112], [-0.838, 2.626, 5.559], [0.148, 1.243, 3.763], [-0.714, -0.602, 2.900], [-0.765, -1.852, 2.710], [-0.078, -2.379, 1.781], [-1.606, -2.711, 3.592], [-2.660, -2.150, 4.305], [-3.406, -2.935, 5.172], [-3.083, -4.272, 5.352], [-2.025, -4.802, 4.638], [-1.286, -4.050, 3.749], [-1.656, -6.224, 4.850], [-2.378, -6.895, 5.561], [-0.651, -6.631, 4.302], [-2.879, -1.098, 4.168], [-4.236, -2.505, 5.721], [-3.633, -4.907, 6.031], [-0.478, -4.499, 3.189], [0.100, 1.122, -2.076], [-0.140, 0.621, -3.464], [-1.957, 0.658, -3.749], [-2.621, 1.975, -3.443], [-2.593, 2.518, -2.156], [-3.182, 3.752, -1.903], [-3.817, 4.452, -2.923], [-3.850, 3.917, -4.204], [-3.246, 2.693, -4.461], [0.278, 2.003, -4.584], [1.729, 2.358, -4.421], [2.116, 3.293, -3.465], [3.459, 3.597, -3.281], [4.429, 2.977, -4.057], [4.053, 2.039, -5.011], [2.712, 1.721, -5.181], [-2.337, -0.146, -3.115], [-2.080, 0.375, -4.799], [-2.093, 1.980, -1.360], [-3.143, 4.167, -0.902], [-4.283, 5.408, -2.721], [-4.343, 4.454, -5.004], [-3.269, 2.283, -5.467], [-0.377, 2.829, -4.310], [0.054, 1.651, -5.594], [1.356, 3.780, -2.860], [3.748, 4.323, -2.527], [5.476, 3.224, -3.921], [4.806, 1.553, -5.623], [2.418, 0.977, -5.915], [-1.663, -3.803, -2.580], [-0.346, -3.472, -2.186], [-0.123, -2.415, -1.354], [-1.194, -1.622, -0.864], [-0.974, -0.506, 0.003], [-2.045, 0.265, 0.376], [-3.364, -0.054, -0.039], [-3.596, -1.142, -0.830], [-2.512, -1.945, -1.274], [-2.716, -3.057, -2.134], [-1.833, -4.650, -3.234], [0.487, -4.061, -2.552], [0.892, -2.165, -1.054], [-1.899, 1.130, 1.013], [-4.185, 0.574, 0.288], [-4.605, -1.405, -1.136], [-3.730, -3.297, -2.434]], "atomic_forces_ev_per_a": [[-0.18, -0.52, 0.26], [-0.18, -0.08, 0.18], [-0.02, 0.41, -0.17], [0.06, 0.15, 0.00], [0.10, -0.07, -0.08], [0.17, -0.02, 0.02], [0.00, 0.05, -0.09], [-0.05, -0.06, 0.10], [0.01, 0.06, 0.04], [-0.09, -0.03, -0.17], [-0.25, -0.04, 0.01], [0.03, 0.02, 0.03], [0.03, 0.04, -0.06], [0.00, 0.02, 0.03], [0.07, -0.01, 0.00], [-0.03, -0.03, 0.00], [0.01, 0.04, 0.00], [0.02, -0.06, 0.04], [-0.04, 0.03, 0.02], [-0.03, 0.00, -0.05], [-0.07, 0.01, 0.01], [0.02, 0.03, 0.00], [0.03, 0.06, 0.07], [0.30, 0.24, 0.04], [-0.03, -0.30, 0.09], [-0.05, 0.12, -0.08], [-0.02, -0.07, 0.19], [0.07, -0.12, -0.15], [-0.03, 0.20, -0.07], [0.01, 0.05, 0.07], [-0.05, -0.01, 0.09], [0.01, -0.05, 0.00], [-0.01, 0.01, -0.07], [-0.01, 0.12, 0.03], [0.15, -0.44, -0.15], [0.06, 0.05, -0.23], [-0.20, -0.01, 0.31], [0.07, 0.17, 0.03], [-0.01, 0.05, 0.05], [-0.02, 0.04, -0.01], [-0.10, -0.07, 0.05], [0.07, -0.12, 0.03], [0.08, -0.12, -0.13], [-0.02, 0.02, -0.04], [0.04, 0.13, -0.05], [-0.10, 0.09, 0.03], [0.01, -0.06, 0.02], [0.06, -0.02, -0.04], [-0.01, 0.02, 0.01], [0.02, 0.01, 0.01], [0.04, -0.03, -0.53], [-0.23, 0.27, 0.23], [0.09, 0.14, 0.08], [0.15, 0.01, -0.02], [0.00, 0.03, -0.03], [0.02, -0.08, -0.03], [0.03, -0.04, 0.00], [0.03, -0.02, 0.02], [-0.02, -0.01, -0.02], [0.16, -0.11, 0.06], [0.05, -0.12, 0.00], [0.03, 0.05, 0.04], [-0.05, 0.00, 0.00], [-0.03, 0.00, 0.00], [-0.02, -0.05, 0.01], [-0.06, 0.08, 0.04], [0.06, 0.02, -0.04], [-0.09, -0.04, 0.07], [-0.02, 0.08, -0.14], [-0.01, -0.03, -0.05], [0.02, -0.03, -0.01], [0.02, -0.01, 0.01], [0.00, 0.03, 0.06], [0.00, 0.05, -0.05], [-0.03, 0.08, 0.02], [0.07, -0.08, -0.02], [-0.03, -0.06, -0.06], [-0.07, -0.02, 0.00], [-0.07, 0.03, 0.06], [0.03, 0.05, 0.00], [0.03, 0.00, 0.01], [-0.07, -0.06, -0.08], [-0.01, 0.06, 0.18], [0.09, 0.02, -0.15], [0.04, -0.02, 0.11], [-0.19, -0.08, -0.03], [0.13, -0.04, 0.01], [-0.03, 0.01, 0.02], [0.02, -0.02, -0.04], [0.01, 0.08, 0.05], [0.01, 0.04, 0.02], [-0.01, 0.00, 0.02], [-0.10, -0.07, -0.06], [-0.02, -0.06, 0.05], [0.02, -0.02, -0.03], [0.10, 0.04, 0.02], [0.02, -0.01, 0.00]]}

=====

Entry 4:
{"formula": "C4H10N2O", "method": "ωB97M-V with the def2-TZVPD basis set", "relative_energy_kj_mol": 446.2, "gap_ev": 10.193, "e_homo_ev": -9.411, "symbols": ["C", "C", "C", "C", "N", "N", "O", "H", "H", "H", "H", "H", "H", "H", "H", "H", "H"], "coordinates": [[-2.414, 0.775, -0.039], [-1.081, -1.328, -0.004], [0.729, 0.699, -1.111], [0.918, 0.418, 1.243], [-1.367, 0.012, 0.222], [0.197, 1.005, 0.190], [-3.549, 0.449, 0.051], [-2.009, 1.807, -0.279], [-1.944, -1.988, 0.288], [-0.768, -1.587, -0.989], [-0.270, -1.716, 0.573], [1.298, 1.544, -1.438], [1.248, -0.153, -1.285], [-0.125, 0.648, -1.819], [1.632, 1.177, 1.536], [0.413, 0.383, 2.182], [1.403, -0.477, 1.150]], "atomic_forces_ev_per_a": [[1.74, 2.28, -0.23], [-1.42, -2.26, 0.63], [-2.76, 2.64, -1.06], [0.21, 2.69, 1.86], [5.01, 1.91, 0.65], [-4.36, -2.60, -0.54], [-2.36, -0.66, -0.28], [-0.86, -0.43, 0.23], [0.53, 0.72, -0.44], [-0.21, 0.06, -1.35], [0.56, 0.14, 1.02], [0.66, 0.57, -0.16], [1.89, -2.95, 0.19], [0.44, 0.26, 0.31], [0.94, 0.23, -0.28], [-1.28, -0.13, 0.42], [1.27, -2.48, -0.97]]}

=====

Number 1: calculated total energy -206.2157 a.u.. Number 2: calculated total energy -209.3338 a.u.. Number 3: calculated total energy -5160.1748 a.u.. Number 4: calculated total energy -343.0315 a.u..